# 1
60
Properties=species:S:1:pos:R:3:nbo_charge:R:1 method="wB97M-V/def2-TZVPD" de_lowest_kcal_mol=480.51 homo_ev=-8.233 orbital_gap_ev=8.64
C -3.46 -1.94 1.02 -0.612
H -3.01 -2.05 -0.09 0.171
H -4.29 -2.39 1.01 0.217
H -2.72 -2.44 1.56 0.221
C -3.66 -0.65 1.15 -0.159
C -4.25 -0.42 2.79 -0.620
H -3.58 -0.90 3.60 0.208
H -4.36 0.73 2.88 0.204
H -5.20 -0.82 2.76 0.194
H -4.38 -0.07 0.62 0.213
C -2.42 0.48 1.19 -0.228
N -1.90 0.30 -0.27 -0.616
S -0.12 0.03 -0.26 2.382
O 0.35 0.50 -1.46 -0.924
O 0.37 1.07 0.74 -1.013
N 0.05 -1.37 0.48 -0.642
C 1.33 -1.75 1.25 -0.253
C 2.05 -2.86 0.82 -0.416
C 2.46 -2.68 -0.84 -0.280
C 3.44 -1.73 -0.93 0.615
O 4.59 -2.12 -1.07 -0.586
N 2.98 -0.42 -1.16 -0.624
H 2.12 -0.11 -1.27 0.403
C 4.03 0.59 -1.31 -0.319
C 4.44 1.35 -0.42 -0.204
C 3.69 1.73 0.75 -0.246
C 4.30 2.02 1.89 -0.290
C 5.67 2.22 1.76 -0.433
S 6.01 1.25 0.44 0.456
H 6.42 2.31 2.56 0.250
H 3.80 2.77 2.68 0.220
H 2.50 1.70 0.53 0.254
H 5.02 0.12 -1.89 0.249
H 3.66 1.15 -2.20 0.234
C 1.02 -2.67 -1.57 -0.349
C -0.10 -2.13 -0.62 -0.294
H -0.43 -3.25 -0.33 0.180
H -0.98 -1.93 -0.98 0.230
H 1.14 -1.73 -2.26 0.203
H 0.73 -3.37 -2.06 0.185
H 2.89 -3.83 -0.87 0.261
H 2.90 -2.76 1.51 0.256
H 1.43 -3.76 1.02 0.219
H 0.90 -1.87 2.25 0.224
H 1.82 -0.63 1.11 0.263
C -2.33 0.76 -1.29 -0.188
H -1.74 0.57 -2.10 0.230
H -3.28 0.12 -1.42 0.137
C -2.77 2.41 -1.23 -0.189
C -1.64 3.20 -0.92 -0.633
H -0.86 3.06 -1.89 0.166
H -0.92 2.84 -0.15 0.253
H -1.55 4.25 -0.94 0.231
C -3.51 2.71 -2.26 -0.626
H -4.39 2.16 -2.35 0.216
H -2.94 2.75 -3.05 0.207
H -3.85 3.79 -2.33 0.199
H -3.51 2.47 -0.19 0.142
H -1.59 -0.07 1.84 0.221
H -2.35 1.31 1.77 0.231

# 2
66
Properties=species:S:1:pos:R:3:nbo_charge:R:1 method="wB97M-V/def2-TZVPD" de_lowest_kcal_mol=16.67 homo_ev="-14.378 / -14.382" charge=+2 orbital_gap_ev="4.63 / 4.91"
Pb -0.51 -0.81 0.54 1.439
N 6.27 1.02 0.47 -0.095
C 5.17 0.62 0.37 0.427
N 4.02 0.10 0.24 -0.371
C 2.85 -0.06 0.66 0.559
N 1.77 -0.35 1.01 -0.446
C -2.82 4.68 -2.12 -0.630
C -2.40 3.23 -1.91 0.277
C -3.50 2.44 -1.18 -0.625
C -2.08 2.53 -3.23 -0.646
O -1.24 3.27 -1.03 -0.774
P 0.02 2.33 -1.18 2.577
O 0.70 2.58 -2.52 -0.559
O -0.34 0.90 -0.88 -1.193
O 0.97 2.79 0.00 -0.813
C 1.64 4.07 0.25 0.284
C 1.82 4.93 -1.01 -0.650
C 2.98 3.74 0.87 -0.628
C 0.75 4.85 1.24 -0.628
H -3.77 4.72 -2.66 0.237
H -2.07 5.21 -2.70 0.224
H -2.94 5.17 -1.16 0.229
H -4.40 2.39 -1.79 0.235
H -3.73 2.93 -0.24 0.227
H -3.14 1.43 -0.98 0.213
H -2.86 2.72 -3.97 0.256
H -1.96 1.46 -3.10 0.228
H -1.13 2.93 -3.62 0.238
H 2.14 4.28 -1.82 0.226
H 2.57 5.69 -0.84 0.246
H 0.88 5.41 -1.30 0.225
H 3.66 3.31 0.12 0.205
H 2.86 3.01 1.67 0.210
H 3.45 4.63 1.28 0.247
H -0.24 4.98 0.82 0.225
H 1.19 5.82 1.46 0.237
H 0.67 4.28 2.17 0.217
C -2.66 -4.38 -0.47 -0.424
N -3.78 -3.51 -0.80 -0.381
C -5.13 -4.07 -0.86 -0.413
C -3.58 -2.21 -0.96 0.561
O -2.49 -1.64 -0.81 -0.744
H -2.96 -5.42 -0.53 0.226
H -2.29 -4.18 0.54 0.204
H -1.84 -4.20 -1.16 0.229
H -5.08 -5.12 -1.11 0.226
H -5.71 -3.57 -1.63 0.225
H -5.65 -3.96 0.09 0.213
H -4.47 -1.66 -1.27 0.146
C 4.65 -4.75 1.59 -0.672
C 3.24 -4.28 1.66 0.335
C 2.49 -4.28 2.81 -0.325
C 1.15 -3.85 2.74 0.367
N 0.64 -3.38 1.60 -0.541
C 1.38 -3.36 0.49 0.301
S 0.76 -2.70 -0.97 -0.215
N 2.65 -3.86 0.52 -0.522
C 0.25 -3.91 3.91 -0.668
H 5.02 -5.01 2.58 0.261
H 5.30 -3.99 1.16 0.250
H 4.72 -5.64 0.95 0.266
H 2.93 -4.58 3.74 0.257
H 3.18 -3.87 -0.35 0.447
H 0.79 -3.95 4.85 0.247
H -0.35 -4.83 3.84 0.269
H -0.45 -3.07 3.91 0.248

# 3
64
Properties=species:S:1:pos:R:3:mulliken_spin:R:1 method="wB97M-V/def2-TZVPD" s2=0.7990 homo_ev="-18.024 / -17.511" charge=+4 orbital_gap_ev="6.37 / 5.85" multiplicity=2
W 0.00 0.60 -0.37 1.055
C 3.85 0.61 1.76 0.001
C 2.42 0.45 1.34 -0.045
N 2.00 0.57 0.08 -0.045
N 2.95 0.72 -0.91 -0.008
C 2.57 1.05 -2.16 -0.007
N 3.47 1.15 -3.11 0.001
S 0.90 1.38 -2.49 0.018
C 1.35 0.14 2.25 0.031
C 1.55 -0.23 3.58 0.002
C 0.47 -0.65 4.34 -0.021
C -0.79 -0.69 3.75 0.001
C -0.93 -0.27 2.45 -0.022
N 0.11 0.14 1.69 0.017
H 4.37 1.35 1.16 -0.001
H 4.39 -0.34 1.69 -0.001
H 3.91 0.94 2.79 0.000
H 3.92 0.51 -0.69 -0.002
H 4.46 0.99 -2.96 0.000
H 3.18 1.40 -4.05 0.001
H 2.54 -0.22 4.01 -0.002
H 0.62 -0.97 5.36 0.000
H -1.65 -1.03 4.31 0.001
H -1.90 -0.28 1.95 -0.020
N -1.85 5.56 2.35 0.000
C -0.84 4.94 1.43 0.000
C -1.12 3.45 1.15 0.003
N -0.06 2.86 0.29 -0.002
H -1.62 6.54 2.53 0.000
H -1.89 5.10 3.27 0.000
H -2.80 5.55 1.96 0.000
H 0.14 5.07 1.91 0.000
H -0.85 5.53 0.51 0.000
H -2.07 3.33 0.63 0.001
H -1.16 2.88 2.08 0.000
H 0.84 3.00 0.77 0.003
H 0.02 3.40 -0.57 0.001
O 0.12 -1.37 -0.72 0.005
N -0.26 -2.21 -1.72 0.002
C -1.34 -1.96 -2.47 0.006
C -1.72 -2.87 -3.44 0.000
C -0.98 -4.03 -3.62 -0.001
C 0.13 -4.25 -2.82 0.000
C 0.48 -3.32 -1.86 -0.001
H -1.86 -1.04 -2.26 -0.011
H -2.60 -2.67 -4.04 0.000
H -1.27 -4.75 -4.37 0.000
H 0.73 -5.15 -2.92 0.000
H 1.31 -3.42 -1.18 0.001
C -5.13 1.56 -2.50 0.000
N -3.71 1.51 -2.12 0.014
C -2.77 2.15 -3.03 -0.005
C -3.32 0.88 -1.03 0.010
C -4.35 0.24 -0.15 0.000
O -2.08 0.80 -0.70 0.021
H -5.21 2.09 -3.45 0.000
H -5.72 2.09 -1.76 0.001
H -5.54 0.56 -2.63 0.001
H -3.08 3.19 -3.19 0.000
H -2.78 1.64 -4.00 0.001
H -1.77 2.13 -2.62 -0.002
H -5.09 0.96 0.18 0.000
H -3.87 -0.22 0.71 0.001
H -4.89 -0.54 -0.70 0.000

# 4
63
Properties=species:S:1:pos:R:3:nbo_charge:R:1 method="wB97M-V/def2-TZVPD" homo_ev=-3.976 charge=-1 orbital_gap_ev=5.96
C -0.47 5.78 -1.67 -0.736
C -1.65 5.19 -2.42 0.815
O -2.76 5.63 -2.32 -0.557
O -1.34 4.18 -3.27 -0.524
C -0.99 2.93 -2.65 -0.049
C -0.57 1.93 -3.71 -0.491
C -0.51 0.50 -3.17 -0.388
C 0.69 0.19 -2.27 -0.393
C 0.60 0.67 -0.81 -0.432
C 1.05 -0.32 0.26 -0.170
C 1.18 0.39 1.62 -0.363
C 2.46 0.18 2.43 -0.415
C 2.99 1.38 3.23 -0.145
C 1.97 2.39 3.72 -0.637
Cl 4.24 2.26 2.25 -0.110
C -0.09 -0.01 2.35 0.811
O -0.42 0.32 3.45 -0.596
O -0.84 -0.81 1.58 -0.518
C 0.05 -1.45 0.58 0.316
C 0.76 -2.61 1.29 -0.431
C -0.05 -3.86 1.64 -0.398
C -1.11 -3.74 2.75 -0.439
C -2.54 -4.07 2.34 -0.052
O -3.24 -2.91 1.91 -0.721
C -0.89 -1.92 -0.52 -0.851
B -0.31 -2.78 -1.70 1.158
O 0.99 -3.30 -1.72 -0.948
O -1.17 -3.06 -2.72 -0.874
H -0.81 6.19 -0.72 0.224
H -0.07 6.60 -2.27 0.234
H 0.33 5.06 -1.50 0.217
H -1.84 2.55 -2.08 0.177
H -0.17 3.12 -1.94 0.135
H -1.32 1.89 -4.54 0.367
H 0.41 2.21 -4.10 0.160
H -1.45 0.28 -2.65 0.202
H -0.48 -0.16 -4.04 0.219
H 1.55 0.69 -2.73 0.203
H 0.94 -0.87 -2.29 0.169
H 1.23 1.56 -0.71 0.208
H -0.42 1.01 -0.58 0.213
H 2.01 -0.77 -0.04 0.204
H 1.06 1.47 1.43 0.245
H 2.35 -0.65 3.13 0.217
H 3.25 -0.12 1.73 0.229
H 3.54 1.00 4.09 0.207
H 1.24 1.89 4.36 0.248
H 2.48 3.17 4.29 0.215
H 1.45 2.87 2.90 0.213
H 1.22 -2.23 2.21 0.196
H 1.58 -2.92 0.65 0.233
H -0.51 -4.27 0.74 0.197
H 0.69 -4.60 1.95 0.206
H -1.10 -2.74 3.20 0.236
H -0.85 -4.44 3.55 0.198
H -3.07 -4.51 3.18 0.159
H -2.53 -4.83 1.54 0.155
H -3.67 -3.07 1.07 0.472
H -1.69 -2.48 -0.03 0.262
H -1.38 -1.07 -0.98 0.271
H 1.54 -3.03 -2.46 0.499
H -0.74 -3.46 -3.48 0.488
F -2.82 1.61 -5.30 -0.939

# 5
61
Properties=species:S:1:pos:R:3:nbo_charge:R:1 method="wB97M-V/def2-TZVPD" homo_ev=-7.949 smiles="CB(Cc1ccccc1C)P(C)C.O=S1(=O)CCCC1.O=S1(=O)CCCC1" orbital_gap_ev=8.37
C 4.54 -3.55 4.68 -1.002
B 4.76 -3.50 3.07 0.535
C 3.46 -3.73 2.14 -0.802
C 2.36 -2.65 2.47 -0.004
C 1.57 -2.68 3.69 -0.227
C 0.58 -1.69 4.05 -0.227
C 0.34 -0.59 3.13 -0.193
C 1.09 -0.56 1.89 -0.238
C 2.09 -1.55 1.53 -0.013
C 2.85 -1.42 0.17 -0.644
P 6.53 -3.20 2.47 0.500
C 7.25 -1.95 3.70 -0.890
C 6.60 -2.29 0.83 -0.914
H 5.53 -3.77 5.16 0.226
H 4.20 -2.52 5.00 0.258
H 3.75 -4.28 4.98 0.230
H 3.01 -4.72 2.44 0.246
H 3.67 -3.79 1.05 0.228
H 1.77 -3.52 4.39 0.205
H 0.04 -1.82 5.01 0.218
H -0.40 0.18 3.43 0.234
H 0.87 0.27 1.19 0.230
H 3.92 -1.70 0.38 0.214
H 2.44 -2.12 -0.60 0.217
H 2.83 -0.38 -0.23 0.222
H 7.14 -2.31 4.75 0.241
H 8.31 -1.79 3.40 0.228
H 6.73 -0.96 3.57 0.218
H 5.86 -2.64 0.07 0.240
H 7.65 -2.36 0.45 0.233
H 6.44 -1.20 1.05 0.222
O -2.55 -0.06 1.94 -0.939
S -2.16 1.01 1.06 2.173
O -0.94 1.76 1.24 -0.953
C -2.22 0.41 -0.62 -0.677
C -3.66 0.68 -1.07 -0.407
C -4.00 2.08 -0.56 -0.397
C -3.53 2.16 0.90 -0.681
H -1.95 -0.65 -0.65 0.257
H -1.51 0.99 -1.21 0.233
H -3.76 0.61 -2.15 0.223
H -4.33 -0.06 -0.62 0.216
H -3.47 2.82 -1.15 0.223
H -5.06 2.29 -0.64 0.236
H -3.20 3.16 1.17 0.249
H -4.32 1.83 1.59 0.245
O -4.80 3.27 -2.78 -0.952
S -5.11 2.58 -4.01 2.173
O -5.74 1.28 -4.02 -0.937
C -6.04 3.68 -5.06 -0.675
C -4.98 4.44 -5.85 -0.406
C -3.95 3.38 -6.26 -0.401
C -3.64 2.53 -5.03 -0.682
H -6.67 4.34 -4.45 0.258
H -6.67 3.07 -5.71 0.243
H -5.41 4.94 -6.72 0.229
H -4.50 5.19 -5.22 0.216
H -4.37 2.75 -7.05 0.211
H -3.04 3.84 -6.66 0.228
H -3.42 1.50 -5.29 0.255
H -2.81 2.95 -4.45 0.247

# 6
63
Properties=species:S:1:pos:R:3:nbo_charge:R:1 method="wB97M-V/def2-TZVPD" de_lowest_kcal_mol=0.00 homo_ev=-7.564 orbital_gap_ev=7.61
P 0.06 -1.91 -3.45 0.851
P 0.36 1.25 -3.27 0.835
C -0.18 -0.93 -5.02 -0.720
C 0.49 0.46 -4.96 -0.708
H -1.27 -0.85 -5.19 0.224
H 0.24 -1.53 -5.85 0.212
H 1.56 0.39 -5.20 0.223
H 0.02 1.15 -5.68 0.216
C -1.33 1.96 -3.41 -0.944
H -1.49 2.66 -2.57 0.238
H -2.09 1.17 -3.37 0.233
H -1.42 2.52 -4.36 0.213
C 1.34 2.77 -3.50 -0.946
H 0.99 3.35 -4.36 0.213
H 2.40 2.50 -3.65 0.232
H 1.25 3.37 -2.59 0.240
C -0.94 -3.41 -3.75 -0.952
H -0.86 -4.05 -2.87 0.238
H -0.58 -3.95 -4.63 0.210
H -1.99 -3.12 -3.89 0.232
C 1.72 -2.60 -3.82 -0.950
H 2.48 -1.81 -3.83 0.232
H 1.69 -3.09 -4.80 0.213
H 1.97 -3.34 -3.05 0.234
Hg 0.90 -0.53 4.20 1.185
C 0.55 0.94 0.59 -0.194
C -0.74 0.86 0.29 -0.194
C -1.43 -0.04 -0.69 -0.485
C -1.75 -1.47 -0.17 -0.438
C -0.62 -2.46 -0.18 -0.168
C 0.67 -2.27 -0.45 -0.209
C 1.38 -1.02 -0.85 -0.538
C 1.68 0.01 0.25 -0.429
C 0.39 -2.54 4.21 -1.056
H 0.85 1.71 1.32 0.209
H -1.43 1.48 0.88 0.209
H -0.88 -0.12 -1.64 0.245
H -2.40 0.41 -0.94 0.209
H -2.15 -1.41 0.85 0.214
H -2.59 -1.84 -0.78 0.211
H -0.95 -3.49 0.01 0.196
H 1.33 -3.15 -0.31 0.198
H 0.85 -0.48 -1.64 0.279
H 2.36 -1.33 -1.27 0.206
H 2.06 -0.53 1.13 0.196
H 2.53 0.63 -0.07 0.212
H 0.58 -3.00 5.19 0.226
H 1.03 -3.02 3.45 0.226
H -0.68 -2.66 3.96 0.232
C 0.42 3.25 6.40 -0.650
C -0.03 2.15 5.44 0.121
O 0.95 1.61 4.66 -0.897
C -0.70 1.07 6.39 0.946
F -1.50 1.60 7.36 -0.321
F -1.45 0.15 5.71 -0.337
F 0.30 0.38 7.04 -0.339
C -1.13 2.76 4.45 0.953
F -2.16 3.36 5.12 -0.335
F -0.58 3.71 3.63 -0.324
F -1.68 1.82 3.63 -0.331
H 1.20 2.85 7.05 0.232
H -0.42 3.59 7.01 0.236
H 0.85 4.10 5.85 0.236

# 7
63
Properties=species:S:1:pos:R:3:nbo_charge:R:1 method="wB97M-V/def2-TZVPD" de_lowest_kcal_mol=12.92 homo_ev=-14.770 charge=+2 orbital_gap_ev=6.70
P -0.47 -2.23 -2.02 1.583
P -0.46 2.08 -2.42 0.823
C -1.31 -0.70 -2.57 -0.775
C -0.36 0.36 -3.15 -0.868
H -1.92 -0.34 -1.70 0.291
H -2.00 -1.00 -3.39 0.272
H 0.67 -0.03 -3.21 0.224
H -0.61 0.49 -4.21 0.383
C -2.22 2.34 -2.67 -0.942
H -2.68 2.37 -1.67 0.306
H -2.66 1.55 -3.28 0.256
H -2.29 3.31 -3.16 0.279
C 0.52 3.42 -3.17 -0.956
H 0.20 3.63 -4.18 0.274
H 1.60 3.20 -3.16 0.240
H 0.33 4.33 -2.58 0.297
C -1.49 -3.57 -2.71 -0.959
H -1.42 -4.48 -2.11 0.298
H -1.13 -3.81 -3.72 0.293
H -2.54 -3.28 -2.83 0.288
C 1.21 -2.56 -2.53 -1.007
H 1.65 -1.80 -3.20 0.271
H 1.19 -3.54 -3.04 0.292
H 1.82 -2.66 -1.62 0.274
Pb 1.53 1.02 -1.24 1.456
C 0.74 1.89 -5.75 -0.173
C -0.60 1.94 -5.67 -0.228
C -1.49 0.99 -6.45 -0.463
C -0.92 -0.43 -6.69 -0.468
C -0.07 -1.06 -5.63 -0.181
C 1.26 -0.88 -5.51 -0.199
C 2.07 -0.11 -6.49 -0.451
C 1.52 1.26 -6.87 -0.452
C -0.12 -1.79 -0.31 -1.007
H 1.39 2.43 -5.09 0.187
H -1.15 2.78 -5.21 0.211
H -1.74 1.40 -7.45 0.265
H -2.46 0.93 -5.92 0.213
H -1.81 -1.08 -6.85 0.241
H -0.36 -0.39 -7.63 0.233
H -0.59 -1.82 -5.05 0.178
H 1.85 -1.60 -4.93 0.195
H 2.15 -0.69 -7.41 0.250
H 3.08 0.00 -6.10 0.221
H 2.38 1.92 -7.13 0.251
H 0.88 1.17 -7.76 0.221
H 0.55 -0.98 0.08 0.301
H 0.43 -2.68 0.05 0.278
H -1.10 -1.56 0.13 0.295
C 0.51 2.37 2.85 -0.651
C -0.50 1.80 1.87 0.157
O 0.01 1.21 0.76 -0.968
C -1.43 0.78 2.72 0.952
F -2.07 1.38 3.78 -0.313
F -2.38 0.16 1.97 -0.331
F -0.64 -0.20 3.26 -0.330
C -1.44 2.97 1.35 0.951
F -2.07 3.69 2.32 -0.303
F -0.68 3.87 0.64 -0.348
F -2.42 2.52 0.50 -0.344
H 1.11 1.54 3.24 0.240
H -0.01 2.89 3.67 0.257
H 1.16 3.07 2.31 0.224

# 8
56
Properties=species:S:1:pos:R:3:nbo_charge:R:1 method="wB97M-V/def2-TZVPD" de_lowest_kcal_mol=269.06 homo_ev=-10.125 smiles=C#CC[C@H](C#N)[C@H](O)C#N.CCCCCC.CCCCCC orbital_gap_ev=10.18
C -0.40 1.22 4.41 -0.271
C -1.39 1.08 3.39 -0.072
C -2.23 0.40 2.12 -0.457
C -2.61 -1.17 2.34 -0.301
C -3.95 -1.24 3.32 0.242
N -5.05 -1.28 4.00 -0.289
C -1.40 -2.10 2.95 0.041
O -0.96 -3.18 2.00 -0.701
C -1.92 -2.92 4.31 0.223
N -2.28 -3.48 5.44 -0.289
H 0.46 1.24 5.24 0.300
H -3.22 1.06 2.03 0.276
H -1.66 0.55 1.08 0.261
H -2.92 -1.65 1.30 0.294
H -0.43 -1.53 3.25 0.255
H -0.04 -2.89 1.69 0.484
C -4.07 2.25 -4.92 -0.610
C -3.05 3.24 -4.37 -0.399
C -1.76 2.56 -3.89 -0.397
C -1.93 1.57 -2.73 -0.398
C -2.56 2.16 -1.47 -0.394
C -1.73 3.27 -0.84 -0.614
H -4.39 1.54 -4.16 0.199
H -4.95 2.79 -5.27 0.211
H -3.65 1.70 -5.77 0.202
H -3.50 3.82 -3.56 0.194
H -2.79 3.96 -5.16 0.204
H -1.04 3.34 -3.61 0.200
H -1.30 2.03 -4.74 0.203
H -0.94 1.16 -2.48 0.198
H -2.53 0.72 -3.06 0.201
H -2.68 1.35 -0.73 0.185
H -3.57 2.53 -1.68 0.200
H -0.73 2.90 -0.57 0.199
H -2.21 3.63 0.07 0.211
H -1.62 4.12 -1.51 0.208
C 2.28 -0.19 1.23 -0.604
C 2.69 -1.07 0.07 -0.403
C 3.13 -2.47 0.50 -0.391
C 4.37 -2.51 1.41 -0.399
C 5.63 -1.86 0.82 -0.399
C 6.12 -2.54 -0.44 -0.610
H 3.10 -0.01 1.93 0.208
H 1.95 0.79 0.87 0.215
H 1.45 -0.64 1.79 0.180
H 3.48 -0.58 -0.51 0.202
H 1.84 -1.17 -0.62 0.199
H 3.31 -3.07 -0.40 0.207
H 2.30 -2.96 1.03 0.181
H 4.59 -3.56 1.64 0.205
H 4.14 -2.03 2.36 0.199
H 6.42 -1.91 1.58 0.205
H 5.45 -0.80 0.62 0.193
H 6.35 -3.60 -0.25 0.204
H 7.03 -2.06 -0.80 0.212
H 5.38 -2.49 -1.25 0.199